101
Properties=species:S:1:pos:R:3 method="wB97M-V/def2-TZVPD" total_charge=+2 multiplicity=5 lumo_ev="-5.9667 / -8.2798" orbital_gap_ev="5.40 / 4.36"
H -0.217 4.744 -3.770
H -5.186 -0.126 0.003
H -6.055 1.222 -6.366
H 1.316 6.494 -0.039
C -5.421 1.096 -5.471
H 6.742 -3.507 6.990
N 0.349 -0.838 -3.364
H 0.802 7.210 2.294
C -4.375 -3.369 0.792
C -3.507 1.684 -0.610
O 4.490 -5.565 1.222
C 3.110 0.420 -2.116
C 0.004 5.280 2.768
H 3.534 -5.976 4.412
H 2.439 1.166 0.671
H 5.030 -1.277 4.614
C 0.382 -1.075 0.691
C 2.387 1.170 2.846
H -1.015 3.575 -2.746
C -0.513 -1.049 -4.363
H -4.039 2.705 -5.887
C 0.549 6.202 1.882
C 1.947 -2.763 1.065
H -0.426 -0.973 -0.079
Pd -0.346 0.831 -1.902
C -1.089 -2.303 -4.256
H 4.745 -5.077 6.536
C -4.962 -0.343 -3.575
H -3.279 2.575 -1.217
C -0.141 -0.205 2.660
N 1.403 -1.917 0.192
As -0.770 1.873 0.291
C 2.295 3.763 -3.441
C 1.026 3.140 -3.297
C -0.162 -1.625 2.028
C -5.067 -2.161 0.819
H -1.194 0.145 2.587
H -2.787 -4.478 -0.068
H 0.620 4.238 -0.874
N 2.892 -3.637 0.755
H 2.317 -0.153 -1.552
S 0.947 -2.853 2.586
H 0.123 -0.369 4.880
H -1.849 -2.686 -4.927
C 1.942 0.820 1.574
C 3.990 -4.202 3.290
C 3.268 2.881 -3.037
N 6.196 -2.797 6.423
S 3.311 -4.893 1.769
C -3.240 -3.511 0.031
H -1.925 -2.631 -1.349
H 3.390 -0.245 -2.992
H -5.975 -2.005 1.468
H -0.400 -4.006 -2.988
C 4.864 -2.325 4.527
H 4.052 -2.166 2.571
O 2.071 -5.638 2.034
H -4.598 1.575 -0.554
H 4.051 0.567 -1.520
C -3.643 1.706 -3.954
H 1.147 -2.203 -1.929
H -1.207 -2.021 2.055
H -0.184 5.598 3.821
C -5.733 -0.050 -4.705
H 4.339 3.050 -2.971
H -2.856 2.388 -3.647
H 1.972 1.393 4.858
C 5.191 -3.223 5.565
N 1.205 1.820 -2.836
H -3.038 2.710 1.259
H -0.707 3.263 3.063
C 0.607 0.265 1.477
C -0.345 -2.969 -3.306
N 0.541 -2.097 -2.788
C 0.408 4.554 0.130
C -3.496 -1.286 -0.769
C -0.368 4.005 2.359
C 1.620 0.866 4.005
H 6.501 -1.846 6.483
H -5.115 -1.248 -3.007
C -2.814 -2.503 -0.777
C -2.770 1.765 0.693
C 4.541 -4.483 5.620
C -0.314 3.687 -3.585
C 2.563 1.677 -2.646
H -6.560 -0.658 -5.038
H -0.790 3.237 -4.463
H -2.847 0.862 1.330
As -2.748 0.247 -1.762
C 0.557 0.039 3.971
C -4.659 -1.102 0.021
C 0.767 5.821 0.572
C -3.962 0.531 -3.217
H 2.505 4.782 -3.819
C -4.344 1.943 -5.132
C 3.999 -5.011 4.468
H -0.667 -0.248 -5.097
H -4.750 -4.233 1.345
C 4.253 -2.826 3.376
C -0.216 3.652 1.003
H 3.377 1.514 3.066

95
Properties=species:S:1:pos:R:3 method="wB97M-V/def2-TZVPD" total_charge=-2 multiplicity=3 lumo_ev="4.6565 / 3.9080" orbital_gap_ev="5.82 / 5.12"
H 3.512 -0.313 0.891
C -0.611 -1.219 -1.979
H -0.279 0.557 3.699
H -0.311 -3.216 5.086
H -0.697 4.341 0.843
C 0.490 -3.012 4.384
H 3.068 3.499 -3.670
H 3.313 -4.101 0.456
H -1.044 -5.768 -0.229
C -0.520 -3.737 0.328
C -1.282 4.857 -2.600
H -1.733 2.463 -0.282
N 0.463 1.901 -1.145
H 3.464 3.720 -1.233
H 1.633 4.976 -4.283
H -2.861 0.976 -3.277
H -2.236 -5.249 -2.287
H 1.702 0.848 -3.066
N 1.172 -1.028 1.271
H -2.001 0.371 4.062
C -3.468 3.432 -1.034
H -3.168 -3.224 -3.897
C -1.173 -4.725 -0.499
H -2.301 -3.168 2.948
H -0.541 6.150 -4.153
C 4.238 -0.897 1.447
C -2.321 0.081 -2.989
C -1.732 4.427 0.503
C 3.745 -2.331 1.652
H -0.322 -1.786 -2.862
C 2.559 -2.481 2.600
H -1.903 5.459 0.179
C -2.820 -1.184 -3.553
H 5.184 -0.907 0.893
C -2.039 0.411 0.816
C 2.513 2.850 -2.983
H 2.587 -2.607 -0.154
C -0.672 0.246 0.382
H 1.548 -0.779 -1.386
C 3.351 2.742 -1.708
C 0.169 3.011 -1.902
C -1.861 -4.433 -1.677
C 3.477 -3.028 0.312
C 1.299 -1.851 2.399
C -1.990 3.447 -0.648
H -4.042 -0.261 0.785
H 4.324 -2.894 -0.370
H 0.133 -4.070 1.129
H 3.702 -3.832 3.798
C 0.269 -2.126 3.334
H -3.188 -1.704 3.392
H 4.351 2.360 -1.946
H -1.195 -1.116 2.203
H -2.289 -2.589 4.627
F 1.940 3.213 2.621
H -0.776 -0.366 5.121
H -4.081 3.176 -0.165
C 2.512 1.960 2.267
C -0.251 0.710 -1.131
C -2.274 -2.275 3.579
H -2.318 1.261 1.437
C -4.102 -2.248 -0.648
C -3.037 -0.438 0.414
C -1.591 -2.076 -1.102
N -5.113 -2.808 -0.723
Pd 0.971 1.063 1.234
C 0.501 -0.689 -1.103
C -1.029 -0.134 4.082
H -2.391 4.216 1.353
H -3.657 2.685 -1.805
H 4.401 -0.398 2.404
H 3.325 0.987 -3.771
C 2.355 1.485 -3.665
C -1.061 -1.411 3.236
H 4.566 -2.873 2.137
C 1.159 3.517 -2.796
H -3.484 -1.035 -4.402
F 2.850 1.423 3.498
H 2.883 2.076 -0.989
H -3.801 4.406 -1.406
H -2.215 5.406 -2.491
C -2.046 -3.112 -2.068
C 0.875 4.625 -3.586
C -0.341 5.294 -3.517
H 1.867 -4.325 5.385
C -1.207 0.104 -2.218
C -2.897 -1.506 -0.474
F 3.735 2.328 1.761
C -1.045 3.752 -1.790
C 1.714 -3.631 4.565
C -2.666 -2.531 -3.225
C 2.737 -3.349 3.673
C 0.084 -1.140 0.323
H 1.910 1.597 -4.658
C -0.669 -2.426 0.031